[1]
DFT (ωB97M-V/def2-TZVPD) results for C6H13NS as an isolated structure at a distorted geometry.

```
21
C6H13NS (ωB97M-V/def2-TZVPD)
C 0.794 0.912 1.626
C 0.609 -1.674 -1.074
C -0.603 0.690 -1.397
C 1.053 -2.856 -0.284
C -1.810 1.544 -1.572
C 0.103 -0.238 1.621
N 0.203 2.153 1.561
S -0.662 -0.726 -0.537
H 1.868 0.923 1.495
H 1.334 -1.185 -1.708
H 0.310 0.940 -1.908
H 0.197 -3.356 0.165
H 1.757 -2.596 0.517
H 1.565 -3.562 -0.938
H -1.653 2.545 -1.163
H -2.054 1.660 -2.631
H -2.662 1.091 -1.071
H 0.608 -1.179 1.725
H -0.942 -0.221 1.891
H 0.754 2.943 1.852
H -0.768 2.192 1.831
```

The value obtained for the energy relative to the best compared isomer or geometry (same formula, charge and spin) is 4.1336 eV. Its highest occupied orbital energy (spin up / spin down) is -6.358 / -6.354 eV. The max |F| comes out at 3.775 eV/A. As for the spin multiplicity: 1.



[2]
DFT (ωB97M-V/def2-TZVPD) results for a 3-piece molecular cluster, C6H13NS overall at a distorted geometry.

```
21
C6H13NS (ωB97M-V/def2-TZVPD)
C -2.178 1.745 -0.665
C 2.486 0.898 -1.373
C -1.541 -0.916 0.738
C 2.493 -0.458 -0.638
C -1.627 -0.986 2.234
C -0.576 -1.603 0.134
N -2.730 2.750 -0.665
S 0.711 1.367 -1.684
H 0.355 0.647 -0.609
H 3.037 0.851 -2.340
H -2.233 -0.346 0.162
H 2.543 -1.371 -1.268
H 1.457 -0.627 -0.072
H 3.278 -0.516 0.151
H -1.172 -1.869 2.592
H -1.101 -0.170 2.592
H -2.616 -0.967 2.775
H -0.002 -2.336 0.626
H -0.631 -1.514 -0.895
H -2.960 3.752 -0.963
H 3.008 1.672 -0.833
```

The value obtained for the energy relative to the best compared isomer or geometry (same formula, charge and spin) is 3.5520 eV. Its highest occupied orbital energy is -8.645 eV. The max |F| comes out at 5.074 eV/A. As for the spin multiplicity: 1.



| no. | calculated total energy (eV) |
| --- | --- |
| 1 | -18754.14331 |
| 2 | -18754.72498 |